Record 1
{
  "formula": "C6H8O2",
  "method": "ωB97M-V/def2-TZVPD",
  "smiles": "C=CC(O)(C=C)C=O",
  "charge": 0,
  "homo_lumo_gap_ev": 10.17,
  "e_lumo_ev": 0.75,
  "energy_ev": -10443.5628,
  "homo_ev": -9.420,
  "symbols": ["C", "C", "C", "C", "C", "C", "H", "H", "H", "H", "H", "H", "H", "H", "O", "O"],
  "xyz": [[-0.232, 0.009, 0.046], [-0.418, 1.042, -0.939], [-0.692, 2.253, -0.531], [1.177, -0.330, 0.225], [1.463, -1.090, 1.305], [-0.581, -1.253, -0.829], [-1.645, -0.737, 1.163], [-0.067, 0.798, -1.971], [-0.943, 2.302, 0.613], [-0.774, 3.147, -1.201], [2.055, 0.033, -0.336], [0.843, -1.398, 2.102], [2.426, -1.448, 1.538], [0.002, -1.469, -1.765], [-1.029, 0.055, 1.202], [-1.586, -1.915, -0.621]],
  "mulliken_charge": [1.376, -0.591, -0.620, -0.494, -0.831, -0.105, 0.392, 0.204, 0.203, 0.274, 0.337, 0.278, 0.308, 0.384, -0.607, -0.509]
}



Record 2
{
  "formula": "C6H8O2",
  "method": "ωB97M-V/def2-TZVPD",
  "smiles": "C1OCC2=C1COC2",
  "charge": 0,
  "homo_lumo_gap_ev": 9.71,
  "e_lumo_ev": 0.87,
  "energy_ev": -10443.6387,
  "homo_ev": -8.843,
  "symbols": ["C", "C", "C", "C", "C", "C", "H", "H", "H", "H", "H", "H", "H", "H", "O", "O"],
  "xyz": [[-1.469, -1.175, -0.055], [-1.316, 1.182, -0.005], [-0.004, 0.666, 0.151], [-0.013, -0.696, 0.158], [1.408, -1.259, 0.004], [1.437, 1.219, -0.023], [-1.622, -1.706, -1.028], [-1.820, -1.720, 0.781], [-1.724, 1.762, 0.924], [-1.478, 1.720, -0.963], [1.835, -1.983, -0.659], [1.690, -1.634, 1.065], [1.330, 1.952, -0.872], [1.742, 1.676, 0.990], [-2.234, 0.009, -0.189], [2.237, -0.012, -0.278]],
  "mulliken_charge": [-0.369, -0.321, 0.254, 0.227, -0.421, -0.390, 0.218, 0.222, 0.172, 0.207, 0.316, 0.169, 0.270, 0.216, -0.375, -0.393]
}



Record 3
{
  "formula": "C6H8O3",
  "method": "ωB97M-V/def2-TZVPD",
  "charge": 0,
  "homo_lumo_gap_ev": 7.61,
  "e_lumo_ev": 0.45,
  "energy_ev": -12490.7125,
  "homo_ev": -7.160,
  "symbols": ["C", "C", "C", "C", "C", "C", "O", "O", "O", "H", "H", "H", "H", "H", "H", "H", "H"],
  "xyz": [[0.541, -0.312, -0.588], [0.268, 1.146, -0.322], [0.975, -0.782, -1.934], [-1.371, -0.174, 0.601], [0.718, -0.009, 1.727], [-0.436, 0.874, 1.006], [-0.875, -0.887, -0.322], [-2.494, -0.479, 1.201], [0.459, -0.910, 2.495], [-2.826, -1.331, 0.871], [1.689, 0.518, 1.722], [-0.354, 1.672, -1.067], [1.192, 1.707, -0.170], [-0.831, 1.669, 1.633], [0.341, -0.417, -2.759], [1.016, -1.871, -1.986], [1.989, -0.413, -2.109]],
  "mulliken_charge": [0.037, -0.434, -1.475, 0.474, 0.215, -0.361, -0.306, -0.422, -0.569, 0.362, 0.329, 0.324, 0.319, 0.492, 0.334, 0.339, 0.343]
}



Record 4
{
  "formula": "C6H8O3Rb",
  "method": "ωB97M-V/def2-TZVPD",
  "charge": 1,
  "homo_lumo_gap_ev": 6.71,
  "e_lumo_ev": -3.17,
  "energy_ev": -13140.2388,
  "homo_ev": -9.879,
  "symbols": ["Rb", "O", "C", "O", "C", "C", "H", "H", "H", "H", "O", "C", "C", "C", "H", "H", "H", "H"],
  "xyz": [[-0.999, -3.084, -2.372], [-1.336, -0.102, -1.574], [-0.897, 0.768, -0.886], [-1.178, 2.025, -0.875], [-0.522, 2.732, 0.211], [-0.140, 1.632, 1.192], [-1.239, 3.443, 0.627], [0.348, 3.244, -0.212], [0.863, 1.732, 1.612], [-0.896, 1.429, 1.957], [-0.122, 0.476, 0.293], [0.140, -0.886, 0.714], [1.106, -1.523, -0.089], [1.206, -2.865, -0.361], [-0.775, -1.332, 1.105], [1.831, -0.851, -0.562], [0.532, -3.589, 0.109], [2.077, -3.249, -0.890]],
  "mulliken_charge": [0.969, -0.412, 0.583, -0.290, -0.388, -0.253, 0.330, 0.295, 0.328, 0.287, 0.103, -0.690, 0.388, -1.701, 0.330, 0.291, 0.529, 0.303]
}



Record 5
{
  "formula": "C6H8O3S",
  "method": "ωB97M-V/def2-TZVPD",
  "charge": 0,
  "homo_lumo_gap_ev": 7.96,
  "e_lumo_ev": -0.97,
  "energy_ev": -23323.6477,
  "homo_ev": -8.936,
  "symbols": ["C", "C", "C", "C", "C", "C", "O", "O", "O", "S", "H", "H", "H", "H", "H", "H", "H", "H"],
  "xyz": [[-0.400, -0.247, 2.004], [0.379, 0.695, 0.205], [-0.845, -1.275, 1.459], [-0.111, 0.424, 3.285], [-0.306, -0.933, -2.451], [-0.249, 0.591, -2.095], [-1.390, -2.082, 0.812], [2.721, 1.077, -0.806], [-0.497, 0.907, -0.762], [1.987, 0.706, 0.438], [-0.804, 0.051, 4.027], [-0.505, 1.435, 3.221], [1.003, 0.445, 3.637], [0.581, -1.377, -2.163], [-1.143, -1.492, -2.115], [-0.403, -0.870, -3.565], [-0.841, 1.180, -2.710], [0.824, 0.763, -2.420]],
  "mulliken_charge": [-0.476, 0.301, 1.083, -1.051, -1.076, -0.369, -0.462, -0.567, -0.365, 0.334, 0.362, 0.312, 0.245, 0.335, 0.311, 0.359, 0.451, 0.272]
}



Record 6
{
  "formula": "C6H8O4Se",
  "method": "ωB97M-V/def2-TZVPD",
  "charge": 0,
  "homo_lumo_gap_ev": [8.24, 6.09],
  "e_lumo_ev": [0.35, -1.04],
  "energy_ev": -79883.2246,
  "homo_ev": [-7.891, -7.126],
  "symbols": ["C", "C", "C", "C", "C", "C", "O", "O", "O", "O", "Se", "H", "H", "H", "H", "H", "H", "H", "H"],
  "xyz": [[1.286, 1.535, -0.322], [0.536, -1.527, -1.116], [1.958, 0.589, 0.468], [-0.891, 0.547, -0.346], [-0.856, -0.956, -0.760], [-0.811, 0.659, 1.143], [1.676, 2.658, -0.574], [0.072, 1.230, -1.055], [-1.384, -1.702, 0.277], [-1.414, 1.710, 1.674], [1.778, -1.247, 0.373], [0.365, -2.687, -1.146], [1.000, -1.065, -2.026], [2.665, 1.053, 1.209], [-1.760, 0.984, -0.625], [-1.507, -0.948, -1.579], [-0.304, -0.202, 1.730], [-1.109, -2.578, 0.116], [-1.299, 1.948, 2.561]],
  "mulliken_charge": [0.671, -0.845, -0.472, -0.230, -0.132, -0.127, -0.576, -0.429, -0.482, -0.456, 0.113, 0.401, 0.366, 0.351, 0.497, 0.368, 0.294, 0.332, 0.356]
}



Record 7
{
  "formula": "C6H8O5SY",
  "method": "ωB97M-V/def2-TZVPD",
  "charge": 3,
  "homo_lumo_gap_ev": 8.06,
  "e_lumo_ev": -13.91,
  "energy_ev": -28435.4492,
  "homo_ev": -21.980,
  "symbols": ["Y", "C", "O", "C", "O", "C", "O", "C", "O", "H", "H", "C", "S", "C", "O", "H", "H", "H", "H", "H", "H"],
  "xyz": [[-0.026, 0.085, 0.084], [0.012, 2.344, -0.803], [0.025, 3.440, -1.157], [-0.027, -0.638, -2.332], [-0.020, -0.989, -3.431], [-2.504, 0.014, -0.166], [-3.655, 0.005, -0.136], [2.425, 0.059, 0.008], [3.580, 0.009, -0.023], [-0.022, -2.207, 1.030], [-0.015, -2.464, 0.287], [-0.782, 1.668, 4.472], [0.466, 0.903, 3.437], [0.424, -0.794, 4.048], [-0.309, 0.693, 2.079], [-0.315, 1.756, 5.461], [-1.716, 1.098, 4.531], [-0.971, 2.677, 4.087], [-0.591, -1.210, 4.103], [1.039, -1.412, 3.381], [0.891, -0.767, 5.037]],
  "mulliken_charge": [0.942, 0.344, 0.060, 0.352, 0.016, 0.256, 0.040, 0.235, 0.074, -0.121, 0.377, -0.985, 0.567, -0.940, -0.566, 0.452, 0.366, 0.397, 0.375, 0.319, 0.441]
}



Record 8
{
  "formula": "C6H8O6",
  "method": "ωB97M-V/def2-TZVPD",
  "smiles": "O=C1O[C@@H]([C@H](O)CO)C(O)=C1O",
  "charge": 0,
  "homo_lumo_gap_ev": 8.72,
  "e_lumo_ev": 0.22,
  "energy_ev": -18635.8474,
  "homo_ev": -8.496,
  "symbols": ["C", "C", "C", "C", "C", "C", "H", "H", "H", "H", "H", "H", "H", "H", "O", "O", "O", "O", "O", "O"],
  "xyz": [[-0.210, -0.016, -2.337], [-0.432, 0.806, -1.030], [-0.659, -0.088, 0.199], [-0.408, 0.554, 2.462], [0.640, -0.357, 2.096], [0.554, -0.700, 0.799], [0.909, -1.587, -2.684], [-0.165, 0.727, -3.182], [-1.089, -0.659, -2.527], [0.441, 1.421, -0.814], [-1.744, 2.075, -0.462], [-1.387, -0.848, -0.028], [1.377, -0.308, 3.803], [1.422, -1.413, -0.772], [1.018, -0.757, -2.251], [-1.590, 1.573, -1.295], [-1.124, 0.784, 1.325], [-0.595, 1.035, 3.517], [1.606, -0.756, 2.949], [1.437, -1.484, 0.231]],
  "mulliken_charge": [-0.577, 0.102, 0.178, 0.434, 0.223, 0.211, 0.356, 0.261, 0.367, 0.314, 0.397, 0.271, 0.304, 0.501, -0.596, -0.575, -0.379, -0.589, -0.602, -0.605]
}



Record 9
{
  "formula": "C6H8O6Sm",
  "method": "ωB97M-V/def2-TZVPD",
  "charge": 0,
  "homo_lumo_gap_ev": [5.91, 6.03],
  "e_lumo_ev": [-1.95, -1.91],
  "multiplicity": 7,
  "energy_ev": -36538.8694,
  "homo_ev": [-7.862, -7.939],
  "symbols": ["O", "O", "C", "C", "C", "H", "H", "H", "H", "H", "C", "C", "O", "C", "O", "O", "O", "H", "H", "H", "Sm"],
  "xyz": [[-3.060, -0.589, -1.070], [-2.646, 0.627, 0.677], [-2.323, 0.381, -0.512], [-3.092, -0.666, -2.498], [-3.446, -2.077, -2.913], [-3.848, 0.044, -2.865], [-2.115, -0.363, -2.899], [-4.409, -2.383, -2.483], [-3.529, -2.126, -4.007], [-2.673, -2.790, -2.592], [2.549, 1.231, 1.405], [3.424, 1.502, 2.649], [3.909, 0.217, 3.047], [3.706, -0.677, 2.072], [3.045, -0.150, 1.061], [4.091, -1.819, 2.137], [1.236, 1.221, 1.597], [2.881, 1.830, 0.539], [2.821, 1.918, 3.466], [4.280, 2.154, 2.435], [-0.799, 2.513, 0.755]],
  "lowdin_spin": [-0.003, -0.013, -0.011, 0.000, 0.000, 0.000, 0.000, 0.000, 0.000, 0.000, 0.000, 0.000, 0.000, 0.000, 0.000, 0.000, -0.015, 0.000, 0.000, 0.000, 6.043]
}



Record 10
{
  "formula": "C6H8O6Sn",
  "method": "ωB97M-V/def2-TZVPD",
  "charge": 2,
  "homo_lumo_gap_ev": 8.62,
  "e_lumo_ev": -8.75,
  "energy_ev": -24449.0213,
  "homo_ev": -17.365,
  "symbols": ["O", "C", "O", "O", "C", "C", "C", "C", "Sn", "H", "H", "H", "H", "H", "H", "O", "C", "O", "H", "O", "H"],
  "xyz": [[3.774, 0.720, -1.065], [2.843, 0.335, -0.309], [2.023, 1.223, 0.123], [2.807, -0.923, 0.034], [1.610, -1.478, 0.611], [0.429, -1.331, -0.294], [-0.826, -1.389, 0.158], [-1.987, -0.917, -0.648], [3.329, 2.525, -0.430], [1.431, -1.010, 1.587], [1.858, -2.535, 0.757], [0.621, -1.173, -1.360], [-1.037, -1.712, 1.182], [-2.933, -1.062, -0.116], [-2.038, -1.400, -1.631], [-2.005, 0.522, -0.898], [-2.172, 1.451, -0.040], [-1.333, 2.405, -0.107], [-3.155, 2.220, 1.455], [-2.930, 1.380, 0.991], [-0.310, 2.147, -0.002]],
  "mulliken_charge": [-0.507, 0.840, -0.459, -0.268, -0.510, -0.074, -0.340, -0.676, 1.051, 0.347, 0.350, 0.461, 0.383, 0.394, 0.344, -0.250, 0.894, -0.440, 0.417, -0.365, 0.407]
}



Record 11
{
  "formula": "C6H8OPSc",
  "method": "ωB97M-V/def2-TZVPD",
  "charge": 0,
  "homo_lumo_gap_ev": [3.82, 4.30],
  "e_lumo_ev": [-1.53, -1.76],
  "energy_ev": -38380.9071,
  "homo_ev": [-5.355, -6.063],
  "symbols": ["C", "C", "C", "C", "C", "Sc", "P", "H", "H", "H", "H", "H", "H", "H", "H", "O", "C"],
  "xyz": [[-0.762, 0.419, -1.147], [-1.155, 1.558, -1.835], [-0.223, 2.619, -1.624], [0.843, 2.187, -0.778], [0.664, 0.865, -0.404], [-1.226, -1.032, 2.441], [-0.211, -2.961, 1.151], [-1.220, -0.569, -1.083], [-2.052, 1.637, -2.451], [-0.311, 3.615, -2.053], [1.286, 0.208, 0.205], [1.682, 2.813, -0.471], [1.164, -3.029, 0.711], [-0.811, -3.351, -0.111], [-0.263, -4.279, 1.753], [1.873, -0.242, 2.905], [0.722, -0.458, 2.792]],
  "mulliken_charge": [-0.307, -0.721, -0.199, -0.807, -0.291, 0.581, -0.179, 0.241, 0.347, 0.376, 0.430, 0.358, 0.146, 0.126, 0.108, -0.258, 0.048]
}



Record 12
{
  "formula": "C6H8OPV",
  "method": "ωB97M-V/def2-TZVPD",
  "charge": 0,
  "homo_lumo_gap_ev": [6.88, 6.47],
  "e_lumo_ev": [-0.71, -0.33],
  "multiplicity": 3,
  "energy_ev": -43369.8497,
  "homo_ev": [-7.590, -6.793],
  "symbols": ["C", "C", "C", "C", "C", "V", "P", "H", "H", "H", "H", "H", "H", "H", "H", "O", "C"],
  "xyz": [[1.122, -0.240, -1.057], [1.526, -1.616, -1.371], [0.490, -2.293, -2.095], [-0.611, -1.389, -2.230], [-0.291, -0.093, -1.634], [-0.460, 0.973, 0.422], [0.505, 2.842, 1.288], [1.871, 0.576, -1.122], [2.446, -2.078, -1.057], [0.545, -3.303, -2.518], [-0.685, 0.883, -1.990], [-1.582, -1.656, -2.635], [0.088, 4.035, 0.608], [1.920, 3.019, 1.298], [0.205, 3.243, 2.619], [-2.051, -0.932, 2.142], [-1.393, -0.198, 1.509]],
  "lowdin_spin": [0.018, -0.017, -0.006, -0.019, 0.012, 1.979, 0.038, 0.004, -0.001, 0.000, 0.008, -0.001, 0.007, 0.009, -0.006, 0.009, -0.034]
}



Record 13
{
  "formula": "C6H8OS2",
  "method": "ωB97M-V/def2-TZVPD",
  "charge": 0,
  "homo_lumo_gap_ev": [8.07, 8.04],
  "e_lumo_ev": [-0.76, -0.77],
  "energy_ev": -30065.1768,
  "homo_ev": [-8.832, -8.819],
  "symbols": ["C", "C", "C", "C", "C", "C", "O", "S", "S", "H", "H", "H", "H", "H", "H", "H", "H"],
  "xyz": [[-2.642, -0.286, 0.459], [-1.779, 1.856, -0.570], [-1.264, -0.238, 0.478], [-0.793, 1.014, -0.134], [-0.426, -1.291, 1.033], [2.669, 0.009, -1.215], [2.444, 0.563, 1.401], [-3.315, 1.120, -0.302], [2.189, 1.215, 0.103], [-3.250, -1.120, 0.735], [-1.665, 2.555, -1.293], [-0.655, -2.273, 0.608], [0.657, -0.974, 0.813], [-0.610, -1.426, 2.180], [1.838, -0.135, -1.881], [2.928, -0.938, -0.676], [3.675, 0.348, -1.739]],
  "mulliken_charge": [-0.490, -0.470, 0.636, -0.415, -0.732, -0.729, -0.453, -0.135, 0.402, 0.416, 0.472, 0.308, 0.068, 0.250, 0.297, 0.280, 0.293]
}